# 1
A structure of composition C19H76AsF6N38O19 in a non-equilibrium geometry, computed with ωB97M-V/def2-TZVPD.

Summary:
Net charge ... -1

Each line ends with the Mulliken charge.
CARTESIAN COORDINATES (ANGSTROEM)
O  5.885  -2.506  -0.883  -0.65
F  1.481  -1.172  0.935  -0.32
O  -3.148  1.662  4.151  -0.76
H  -2.862  0.564  5.522  0.26
H  0.151  -6.094  3.791  0.13
C  -1.878  -1.051  5.952  0.62
C  2.686  3.954  -2.606  0.76
N  -2.529  -3.839  -0.126  0.04
O  -2.549  -1.432  -3.546  -0.79
C  -2.360  -5.025  -0.455  0.78
H  5.487  1.640  -2.724  0.19
H  2.613  5.096  -4.198  0.21
C  2.990  -4.430  0.448  0.76
N  2.561  1.304  -6.317  -0.43
H  0.093  -0.480  -6.194  0.34
C  1.204  4.400  3.156  0.55
As  -0.126  -0.476  0.491  2.17
N  -5.133  -0.753  -2.441  -0.04
H  7.191  -2.079  -2.686  0.22
C  -1.845  4.213  -5.189  0.38
H  3.612  0.972  6.284  0.15
C  -6.148  -0.303  -3.107  0.65
H  1.441  -3.431  1.223  -0.17
H  0.249  3.122  2.107  -0.56
H  5.929  0.544  2.016  0.21
N  0.331  3.115  -0.291  0.70
H  0.256  -4.090  3.827  0.30
F  -0.318  -1.861  -0.734  -0.14
O  0.751  0.762  7.429  -0.70
H  -3.314  3.509  -4.099  0.16
H  -5.048  -0.366  -1.512  0.00
H  -6.467  0.640  1.787  0.23
H  -0.137  3.568  -4.415  0.05
F  0.163  0.899  1.641  -0.23
O  -1.690  -2.097  6.556  -0.74
H  2.024  2.874  2.322  0.20
H  0.072  -2.052  -4.824  0.05
H  -0.364  -1.010  4.541  0.01
N  2.350  4.184  -3.854  -0.25
N  2.252  3.821  2.591  -0.26
H  3.125  0.383  7.815  0.24
H  0.282  -0.266  -3.819  -0.28
H  -1.597  1.875  -0.498  -0.44
H  -3.732  -0.717  6.497  0.18
H  8.748  -2.786  -2.202  0.16
H  -2.642  4.568  3.720  0.24
C  -5.539  3.275  -0.609  0.49
H  -2.325  -3.226  -0.903  -0.05
N  -3.061  4.099  -4.878  -0.29
N  -2.574  3.798  4.370  -0.19
O  4.065  -1.290  3.808  -0.75
N  -5.759  0.145  2.311  -0.35
H  3.114  -2.346  0.728  -0.08
H  -7.020  -0.662  -4.888  0.24
N  2.526  2.677  -2.369  0.30
H  -0.735  4.197  3.019  0.01
F  -1.011  -1.412  1.725  -0.01
H  -5.462  -1.406  -4.473  0.15
O  1.278  5.318  3.909  -0.76
C  4.442  -0.504  2.944  0.63
H  -2.631  3.931  5.370  0.21
H  -2.080  -6.646  0.301  0.18
H  0.315  2.134  -0.533  -0.59
N  1.412  1.138  5.348  -0.04
H  -0.747  -4.904  -2.264  0.11
N  0.170  3.772  2.876  0.31
O  -2.692  -4.875  3.756  -0.65
H  1.706  3.544  -4.295  0.00
H  -1.176  -3.159  3.285  -0.29
H  -4.364  -1.234  -2.886  0.39
H  2.155  0.898  4.708  0.11
H  1.504  -5.217  1.391  0.07
H  -5.924  3.458  -2.609  0.22
N  -6.214  -0.758  -4.286  -0.31
N  -0.652  -4.016  3.393  0.05
H  4.120  0.189  -2.213  0.05
H  1.705  -0.699  -6.724  0.10
O  -5.356  2.580  0.413  -0.61
N  -5.534  2.905  -1.859  -0.08
H  -2.082  -5.350  1.556  0.20
H  2.113  -2.920  -3.855  0.15
H  3.886  0.649  1.472  -0.11
N  -3.138  3.236  2.536  -0.05
O  5.472  1.610  0.292  -0.84
H  6.370  2.521  -1.360  0.30
F  -1.763  0.143  0.023  -0.99
H  -3.730  4.394  -5.575  0.24
C  5.269  1.197  -0.855  0.79
H  6.212  -0.327  3.511  0.25
C  -0.817  3.655  -0.486  0.69
H  3.096  2.104  -6.011  0.27
O  -1.411  4.849  -6.195  -0.77
C  0.792  -4.191  -3.214  0.73
N  1.799  -4.343  0.980  0.01
F  0.559  0.615  -0.801  -0.48
H  -3.513  -0.215  3.204  0.38
H  -1.401  3.512  -3.286  0.34
H  3.079  4.179  3.048  0.24
H  4.420  -3.129  -0.034  0.07
H  8.688  -3.572  -0.033  0.21
O  -6.940  0.430  -2.546  -0.77
C  -3.028  2.827  3.752  0.28
N  3.539  0.065  2.219  0.16
H  -3.426  2.558  1.845  -0.15
O  0.690  -4.709  -4.272  -0.75
H  1.165  3.660  -0.129  0.21
H  7.269  -4.024  0.604  0.26
N  -0.920  -1.917  -4.952  -0.26
N  -0.853  -6.177  3.857  -0.32
N  -2.099  -5.683  0.603  -0.32
O  -5.224  -1.291  0.704  -0.69
H  2.349  2.071  -3.157  0.06
H  -5.456  1.911  -2.016  -0.08
H  2.646  -0.407  2.242  -0.23
N  5.939  1.735  -1.826  -0.48
O  3.602  -5.427  0.166  -0.77
N  7.794  -2.518  -2.005  -0.45
H  -0.844  -0.068  -2.555  -0.36
H  -2.659  3.062  -1.018  -0.04
H  0.174  -3.684  -1.399  -0.45
H  -2.413  -3.694  0.866  -0.02
H  0.495  1.443  5.054  -0.06
N  4.379  0.290  -1.242  0.20
C  -1.459  -4.998  3.706  0.21
N  -3.852  -0.837  2.484  -0.10
N  -5.835  4.489  -0.506  -0.39
N  5.596  -0.057  2.757  -0.21
C  1.623  0.841  6.601  0.62
N  -3.007  -0.365  5.888  -0.27
O  -1.024  4.833  -0.349  -0.81
C  7.051  -2.918  -1.024  0.42
N  -1.692  2.783  -0.932  0.72
H  -2.763  4.094  2.156  0.24
H  1.795  -2.899  -2.121  0.04
N  -1.133  3.617  -4.254  -0.20
H  3.130  0.591  -6.751  0.14
H  3.978  -0.313  -0.538  -0.20
N  0.051  -4.288  -2.200  0.22
N  7.701  -3.653  -0.230  -0.39
H  -3.107  -1.178  1.893  -0.37
N  -1.129  -0.567  5.030  0.32
N  2.859  0.669  6.884  -0.35
H  -1.386  0.370  4.755  -0.33
H  2.714  2.317  -1.444  -0.37
C  -1.411  -1.328  -3.903  0.22
O  3.123  4.816  -1.811  -0.75
H  -5.509  0.533  3.209  0.17
H  -6.091  5.051  -1.305  0.11
N  -0.545  -0.610  -3.353  0.80
N  3.520  -3.216  0.414  0.17
C  -4.987  -0.795  1.826  0.54
N  1.771  -3.367  -3.016  -0.21
O  -2.260  -5.519  -1.555  -0.89
C  1.394  0.976  -5.787  0.49
N  1.066  -0.226  -6.101  -0.33
H  -1.491  -2.507  -5.541  0.25
H  -1.336  -7.057  3.967  0.26
H  -5.982  4.977  0.366  0.26
O  0.849  1.621  -4.877  -0.39

---

# 2
A structure of composition C20AlB5O40 in a non-equilibrium geometry, computed with ωB97M-V/def2-TZVPD.

Summary:
Net charge ... -2
Energy above the lowest of the compared OMol25 structures with the same formula, charge and spin ... 1080.3 kJ/mol

Each line ends with the natural charge from an NBO analysis.
CARTESIAN COORDINATES (ANGSTROEM)
O  -7.923  -15.023  -6.224  -0.54
C  -20.645  -18.809  3.895  0.69
C  -19.473  -19.570  3.277  0.67
B  -8.664  -17.370  -3.918  1.15
B  -11.207  -18.176  6.863  1.14
C  -20.671  -20.768  -3.877  0.66
O  -16.381  -13.199  -0.850  -0.63
O  -19.223  -19.754  2.066  -0.49
O  -20.786  -21.734  8.338  -0.49
B  -21.939  -19.046  -4.302  1.14
C  -19.019  -20.094  7.662  0.68
O  -20.796  -13.283  0.001  -0.40
O  -11.732  -19.293  5.997  -0.58
O  -24.070  -16.932  -2.494  -0.49
O  -9.915  -18.128  -3.904  -0.63
O  -23.018  -18.810  -5.305  -0.62
C  -8.360  -15.115  -3.752  0.70
O  -8.291  -16.989  -5.294  -0.62
C  -11.760  -18.913  4.837  0.70
O  -18.270  -13.152  -2.380  -0.60
C  -23.546  -17.702  -3.374  0.65
O  -18.577  -19.763  -4.402  -0.53
O  -15.571  -16.570  -1.242  -0.47
O  -14.204  -13.931  -0.670  -0.45
O  -22.285  -18.234  -3.107  -0.63
B  -17.642  -13.821  -1.220  1.14
O  -20.633  -19.157  5.187  -0.65
C  -23.945  -18.026  -4.794  0.68
O  -20.256  -21.344  6.155  -0.63
O  -17.388  -15.206  -1.368  -0.63
B  -19.600  -20.140  5.520  1.15
C  -11.190  -18.609  9.063  0.68
O  -10.374  -17.403  5.916  -0.59
C  -8.131  -19.465  -3.101  0.69
O  -20.419  -13.137  -3.038  -0.43
O  -18.557  -19.758  6.477  -0.62
O  -11.052  -19.039  10.241  -0.54
C  -9.668  -19.329  -3.405  0.68
O  -10.530  -20.215  -3.292  -0.56
O  -10.455  -18.767  7.940  -0.65
O  -20.614  -18.762  -4.795  -0.64
O  -18.467  -19.919  8.702  -0.46
O  -13.347  -17.467  9.412  -0.51
O  -18.632  -13.610  -0.118  -0.58
C  -19.547  -13.140  -2.226  0.71
C  -19.755  -13.264  -0.665  0.67
C  -19.804  -19.752  -4.434  0.67
C  -20.207  -21.165  7.477  0.70
C  -8.190  -15.681  -5.204  0.65
C  -15.384  -14.106  -0.896  0.68
O  -24.998  -17.605  -5.279  -0.53
O  -7.591  -20.501  -2.660  -0.56
O  -12.215  -17.299  7.423  -0.66
C  -12.419  -17.704  8.671  0.68
O  -8.855  -16.131  -3.118  -0.62
O  -20.176  -21.789  -3.312  -0.58
O  -8.272  -13.969  -3.346  -0.52
C  -10.783  -17.651  4.729  0.69
O  -21.870  -20.456  -4.004  -0.60
Al  -15.364  -22.304  -0.671  1.00
O  -12.497  -19.349  3.934  -0.48
O  -10.515  -17.047  3.691  -0.44
O  -7.587  -18.293  -3.368  -0.63
O  -18.998  -20.404  4.225  -0.64
O  -21.404  -18.047  3.356  -0.47
C  -16.073  -15.433  -1.239  0.68

---

# 3
The ion C20H11F4NO3P with charge -1 in a non-equilibrium geometry, computed with ωB97M-V/def2-TZVPD.

Summary:
Net charge ... -1

Each line ends with the natural charge from an NBO analysis.
CARTESIAN COORDINATES (ANGSTROEM)
F  2.321  1.062  0.283  -0.37
H  -1.361  -2.799  1.098  0.22
H  2.382  1.012  -4.428  0.21
C  0.779  -0.768  -1.988  -0.20
H  -0.635  2.305  -1.628  0.24
C  -0.032  0.253  -1.494  -0.44
C  1.067  2.556  1.632  0.46
P  -1.078  -0.015  -0.050  1.91
C  -2.767  -1.538  -1.725  -0.21
C  -0.269  0.256  2.539  0.28
C  2.641  0.853  2.602  0.08
C  1.872  2.750  3.984  0.35
O  3.228  1.033  4.894  -0.58
C  1.746  1.196  1.560  0.32
C  1.652  -0.497  -3.046  -0.21
C  -3.370  -3.867  -1.447  -0.21
C  0.257  0.096  1.179  -0.85
N  -0.654  0.312  3.679  -0.38
F  1.823  3.341  5.209  -0.29
F  0.501  4.396  3.024  -0.31
H  0.724  -1.766  -1.563  0.21
H  -3.901  -4.769  -1.794  0.21
H  0.885  -0.841  1.094  0.27
H  0.867  2.808  -3.545  0.21
O  -2.132  1.033  0.167  -1.08
C  2.601  1.482  3.911  0.36
C  1.688  0.792  -3.602  -0.22
C  -3.444  -2.675  -2.179  -0.22
F  3.595  -0.058  2.431  -0.32
H  -2.548  -4.831  0.309  0.21
C  -2.603  -3.902  -0.272  -0.22
C  1.186  3.232  2.920  0.22
H  -2.852  -0.629  -2.303  0.23
C  -1.932  -2.757  0.177  -0.23
C  -0.002  1.530  -2.038  -0.10
C  -1.954  -1.567  -0.575  -0.27
C  0.846  1.802  -3.113  -0.23
H  -4.051  -2.640  -3.089  0.21
O  0.606  3.104  0.608  -0.49
H  2.317  -1.287  -3.423  0.21

---

Number 1: E_HOMO -0.253 hartree, frontier orbital gap 7.60 eV. Number 2: E_HOMO -0.247 hartree, frontier orbital gap 1.20 eV. Number 3: E_HOMO -0.166 hartree, frontier orbital gap 6.30 eV.